[1]
The following is a quantum chemistry calculation of one molecule with the formula CH4Br2OSi in a non-equilibrium geometry, from the OMol25 dataset.

Properties
* SMILES: CO[SiH](Br)Br
* Kohn-Sham gap: 10.2 eV
* strongest force on any atom: 3.9 eV/A
* calculated total energy: -5553.3439 Eh

ORCA input file:
```
! wB97M-V def2-TZVPD RIJCOSX def2/J DEFGRID3
* xyz 0 1
C -0.0577 0.8157 -0.7974
O 0.6614 0.5001 0.3530
Si 1.9838 -0.2817 0.7898
Br 3.7983 1.3093 -0.1042
Br 2.5515 -2.1453 -0.1964
H 0.3361 1.9122 -1.1342
H -1.0873 0.8726 -0.4070
H 0.2648 0.1497 -1.5563
H 1.9954 -0.1956 2.3046
*
```



[2]
The following is a quantum chemistry calculation of C40H32As2F9IrN2O as an isolated structure, from the OMol25 dataset.

Properties
* Kohn-Sham gap: 8.0 eV
* strongest force on any atom: 0.6 eV/A
* calculated total energy: -7202.4741 Eh

ORCA input file:
```
! wB97M-V def2-TZVPD RIJCOSX def2/J DEFGRID3
* xyz 2 1
Ir 0.2246 -0.3748 0.2431
C 4.5670 -0.2477 -0.0745
C 4.9468 -0.2365 1.2582
C 3.9712 -0.2013 2.2402
C 2.6416 -0.2040 1.8595
N 2.2816 -0.2188 0.5647
C 3.2220 -0.2293 -0.3829
C 1.5026 -0.2010 2.7899
C 1.6176 -0.3302 4.1610
C 0.4780 -0.3453 4.9457
C -0.7595 -0.2216 4.3391
C -0.8209 -0.1051 2.9668
N 0.2832 -0.0865 2.2076
H 5.2984 -0.2694 -0.8696
H 5.9931 -0.2549 1.5314
H 4.2441 -0.1747 3.2846
H 2.8713 -0.2232 -1.4068
H 2.5931 -0.4396 4.6107
H 0.5567 -0.4630 6.0178
H -1.6758 -0.2331 4.9113
H -1.7644 -0.0340 2.4463
C -1.6908 2.4477 0.3230
C -2.6775 1.6237 -0.4958
As -2.0940 -0.2564 -0.4345
C -1.6050 -0.6579 -2.2407
C -2.3570 -0.4254 -3.3839
C -1.8224 -0.7420 -4.6241
C -0.5524 -1.3039 -4.7260
C 0.2009 -1.5494 -3.5885
C -0.3375 -1.2196 -2.3519
C -3.6254 -1.2698 0.0823
C -4.8522 -0.9395 -0.4888
C -5.9772 -1.6682 -0.1408
C -5.8786 -2.6983 0.7872
C -4.6568 -3.0070 1.3667
C -3.5195 -2.2931 1.0167
As 0.1241 1.9945 -0.2059
C 1.3085 3.1106 0.8117
C 2.6596 3.1403 0.4731
C 3.5189 3.9937 1.1457
C 3.0329 4.8171 2.1545
C 1.6901 4.7825 2.4971
C 0.8236 3.9278 1.8269
C 0.3350 2.6158 -2.0093
C -0.0542 3.9278 -2.2775
C 0.0980 4.4401 -3.5558
C 0.6445 3.6509 -4.5600
C 1.0483 2.3528 -4.2868
C 0.8940 1.8332 -3.0087
H -1.7696 2.1511 1.3722
H -1.8488 3.5247 0.2766
H -2.7469 1.9363 -1.5373
H -3.6690 1.6938 -0.0496
H -3.3519 -0.0007 -3.3213
H -2.4043 -0.5650 -5.5187
H -0.1551 -1.5613 -5.6987
H 1.1706 -2.0254 -3.6572
H 0.2629 -1.5174 -1.4690
H -4.9455 -0.1234 -1.1965
H -6.9309 -1.4328 -0.5933
H -6.7631 -3.2557 1.0645
H -4.5846 -3.8084 2.0897
H -2.5619 -2.5379 1.4544
H 3.0428 2.5213 -0.3297
H 4.5656 4.0298 0.8742
H 3.7030 5.4940 2.6672
H 1.3116 5.4262 3.2796
H -0.2221 3.9090 2.1097
H -0.4605 4.5608 -1.4965
H -0.2055 5.4564 -3.7678
H 0.7631 4.0550 -5.5564
H 1.4814 1.7416 -5.0675
H 1.2058 0.8180 -2.8071
F -1.6183 -4.1848 -0.4762
C -0.3433 -4.5459 -0.3611
F 0.1989 -4.4773 -1.5868
F -0.2994 -5.8129 0.0381
C 0.4046 -3.5803 0.6347
O -0.2284 -2.3728 0.6311
C 1.9012 -3.5428 0.2268
F 2.4010 -4.7454 0.0006
F 2.6422 -2.9577 1.1854
F 2.0739 -2.8028 -0.8880
C 0.2958 -4.1448 2.0880
F 0.6783 -3.2006 2.9685
F 1.0365 -5.2218 2.3077
F -0.9805 -4.4342 2.3596
*
```



[3]
The following is a quantum chemistry calculation of C49H43BrN5O6SSiTi as an isolated structure, from the OMol25 dataset.

Properties
* Kohn-Sham gap (spin up / spin down): 6.2 / 7.0 eV
* strongest force on any atom: 0.4 eV/A
* calculated total energy: -6729.7523 Eh

ORCA input file:
```
! wB97M-V def2-TZVPD RIJCOSX def2/J DEFGRID3
* xyz 0 2
Ti -0.3121 -0.4615 0.4349
O 0.7498 3.0591 -2.2983
C 1.2588 2.3612 -1.2689
O 2.1820 1.6021 -1.3745
C 0.6097 2.7466 0.0329
C 0.5047 4.0891 0.3476
C 0.0449 4.4505 1.6074
C -0.2896 3.4543 2.5014
C -0.1802 2.1373 2.0839
N 0.2502 1.7798 0.8793
C -0.5349 0.9887 2.9950
O -0.7298 1.1755 4.1732
O -0.5539 -0.1540 2.3747
H 1.2412 2.7939 -3.0921
H 0.7884 4.8323 -0.3836
H -0.0450 5.4936 1.8795
H -0.6434 3.6538 3.5024
C -2.8173 5.1507 -0.6424
C -3.7306 4.2283 -1.4361
N -2.9891 3.2534 -2.2258
C -2.7048 3.6331 -3.6104
C -3.8286 3.2324 -4.5548
C -2.6394 2.0582 -1.7297
S -2.9307 1.6304 -0.1270
N -2.0789 1.2257 -2.6864
C -1.0885 0.4454 -2.4274
O -0.4439 0.3786 -1.3049
C -0.5634 -0.4008 -3.5388
C -1.4119 -0.8478 -4.5465
C -0.9170 -1.6529 -5.5594
C 0.4312 -1.9893 -5.5873
C 1.2831 -1.5246 -4.5951
C 0.7854 -0.7423 -3.5644
H -3.4062 5.9005 -0.1125
H -2.1135 5.6681 -1.2985
H -2.2573 4.5671 0.0873
H -4.3428 4.8043 -2.1333
H -4.3933 3.6892 -0.7613
H -1.7706 3.1713 -3.9172
H -2.5615 4.7156 -3.6168
H -3.9288 2.1480 -4.5645
H -3.6166 3.5744 -5.5687
H -4.7795 3.6660 -4.2408
H -2.4561 -0.5662 -4.5144
H -1.5810 -2.0162 -6.3331
H 0.8150 -2.6123 -6.3853
H 2.3341 -1.7832 -4.6171
H 1.4361 -0.3925 -2.7730
Br 4.6735 2.2813 5.2583
C 3.7517 1.2926 3.9295
C 2.8837 0.2818 4.3124
C 2.2001 -0.4277 3.3383
C 2.3796 -0.1181 1.9946
C 3.2621 0.8860 1.6233
C 3.9531 1.5966 2.5942
N 1.6526 -0.8367 0.9889
C 2.3306 -1.8189 0.4061
C 1.6265 -2.5738 -0.5538
C 2.1396 -3.6562 -1.2906
C 1.3142 -4.3178 -2.1595
C -0.0225 -3.9040 -2.2859
C -0.4598 -2.8377 -1.5425
N 0.3408 -2.1680 -0.6950
H 2.7319 0.0570 5.3586
H 1.5026 -1.2068 3.6153
H 3.3817 1.1285 0.5756
H 4.6398 2.3832 2.3133
H 3.3541 -2.0374 0.6866
H 3.1714 -3.9492 -1.1499
H 1.6833 -5.1525 -2.7405
H -0.7040 -4.4011 -2.9610
H -1.4829 -2.4911 -1.5990
O -1.8248 -1.4472 0.5466
Si -2.8382 -2.0994 1.6737
C -3.7597 -0.8024 2.6465
C -4.7908 -0.0681 2.0500
C -5.4526 0.9334 2.7426
C -5.0928 1.2219 4.0522
C -4.0689 0.5111 4.6597
C -3.4105 -0.4915 3.9617
C -1.8339 -3.1907 2.8271
C -0.4728 -3.4274 2.6334
C 0.2482 -4.2479 3.4897
C -0.3859 -4.8522 4.5653
C -1.7421 -4.6411 4.7708
C -2.4544 -3.8232 3.9064
C -4.0425 -3.2138 0.7688
C -3.5244 -4.1930 -0.0863
C -4.3539 -5.0780 -0.7558
C -5.7294 -5.0044 -0.5773
C -6.2628 -4.0547 0.2788
C -5.4252 -3.1699 0.9479
H -5.0689 -0.2674 1.0214
H -6.2405 1.4960 2.2575
H -5.6047 2.0070 4.5952
H -3.7658 0.7463 5.6719
H -2.5946 -1.0177 4.4418
H 0.0383 -2.9646 1.7968
H 1.3053 -4.4158 3.3201
H 0.1735 -5.4882 5.2399
H -2.2421 -5.1149 5.6062
H -3.5154 -3.6708 4.0785
H -2.4500 -4.2730 -0.2149
H -3.9313 -5.8313 -1.4096
H -6.3816 -5.6939 -1.0987
H -7.3342 -4.0017 0.4276
H -5.8562 -2.4390 1.6211
*
```



[4]
The following is a quantum chemistry calculation of C2H7N2O as an isolated structure in a non-equilibrium geometry, from the OMol25 dataset.

Properties
* Kohn-Sham gap (spin up / spin down): 6.1 / 6.1 eV
* strongest force on any atom: 2.9 eV/A
* calculated total energy: -265.0217 Eh

ORCA input file:
```
! wB97M-V def2-TZVPD RIJCOSX def2/J DEFGRID3
* xyz -1 1
C -0.2884 -1.1689 -1.2295
C -0.0868 0.0944 -0.4844
N 0.7248 1.4923 1.5709
N -0.2829 -0.0156 1.0334
O -1.5073 0.1761 1.2395
H -1.2695 -1.5371 -1.1220
H -0.1503 -1.0041 -2.2736
H 0.3233 -2.0640 -0.9234
H 0.9693 0.4465 -0.6806
H -0.7803 0.7085 -1.0419
H 0.6697 1.5595 2.5491
H 1.6784 1.3123 1.3625
*
```